[1]
{
  "formula": "C10H36NO11",
  "method": "ωB97M-V/def2-TZVPD",
  "symbols": ["N", "H", "H", "H", "H", "O", "H", "H", "C", "C", "O", "O", "H", "H", "H", "H", "H", "H", "C", "C", "O", "O", "H", "H", "H", "H", "H", "H", "C", "C", "O", "O", "H", "H", "H", "H", "H", "H", "C", "C", "O", "O", "H", "H", "H", "H", "H", "H", "C", "C", "O", "O", "H", "H", "H", "H", "H", "H"],
  "coordinates": [[-0.4234, 0.3049, 0.2301], [-0.1014, 0.7803, -0.6008], [-1.1011, -0.4055, -0.0067], [-0.9231, 0.8775, 0.8953], [0.3804, 0.0211, 0.7718], [-3.2390, -0.3659, -2.5954], [-3.5218, 0.3070, -1.9762], [-2.8625, -1.0539, -2.0467], [4.5896, 0.4615, -1.6987], [3.2899, -0.1117, -2.4514], [2.1298, 0.5316, -2.0606], [4.4748, 0.2299, -0.3171], [4.8059, 1.5294, -1.7310], [5.4485, -0.1565, -1.9604], [3.1491, -1.1821, -2.3012], [3.3395, 0.0903, -3.5213], [1.4073, 0.2214, -2.6114], [5.1217, 0.8199, 0.0764], [-0.4753, 0.3108, 4.5469], [-0.2231, 1.5350, 3.6015], [-1.0391, 1.4649, 2.4766], [0.0850, 0.3797, 5.8799], [-0.1550, -0.6002, 4.0414], [-1.5506, 0.1608, 4.6433], [0.8444, 1.5154, 3.3819], [-0.3356, 2.5005, 4.0948], [-1.7398, 2.1140, 2.5727], [0.9273, -0.0578, 6.0236], [-2.9014, -2.7736, 0.4936], [-3.7371, -1.5137, 0.7789], [-2.9319, -0.3519, 0.9729], [-2.3815, -2.7022, -0.8515], [-3.5034, -3.6474, 0.7426], [-2.0657, -2.9013, 1.1817], [-4.2170, -1.7763, 1.7217], [-4.4343, -1.4601, -0.0573], [-3.5460, 0.3326, 1.2485], [-1.6824, -3.3531, -0.9471], [2.6649, -2.4713, 1.0619], [2.4351, -1.3932, 2.2245], [1.8281, -0.2950, 1.6080], [3.9833, -2.4513, 0.5067], [1.8657, -2.5628, 0.3263], [2.6955, -3.4379, 1.5646], [3.3387, -1.0414, 2.7223], [1.6599, -1.7368, 2.9094], [2.5369, 0.1984, 1.1888], [4.1406, -1.5841, 0.1262], [-1.1165, 2.7127, -3.1080], [-2.3092, 2.8668, -4.0375], [-2.0017, 2.5043, -5.4290], [-1.0168, 1.3751, -2.5178], [-1.0863, 3.3339, -2.2128], [-0.1871, 3.0098, -3.5938], [-2.7663, 3.8531, -3.9576], [-2.9555, 2.0969, -3.6160], [-2.7663, 2.0457, -5.7848], [-1.8453, 0.9015, -2.6223]],
  "gap_ev": [2.473, 10.000],
  "total_energy_ha": -1284.75039,
  "spin_multiplicity": 2
}



[2]
{
  "formula": "C10H36O12",
  "method": "ωB97M-V/def2-TZVPD",
  "symbols": ["O", "C", "C", "O", "H", "H", "H", "H", "H", "H", "O", "C", "C", "O", "H", "H", "H", "H", "H", "H", "O", "C", "C", "O", "H", "H", "H", "H", "H", "H", "O", "C", "C", "O", "H", "H", "H", "H", "H", "H", "C", "O", "H", "H", "H", "H", "C", "O", "H", "H", "H", "H", "O", "H", "H", "O", "H", "H"],
  "coordinates": [[0.9222, 2.4261, -2.8751], [2.0579, 1.4775, -3.0179], [1.6033, 0.0152, -2.7378], [1.2450, -0.2518, -1.4121], [0.1432, 1.8903, -2.5913], [2.3428, 1.4064, -4.1152], [2.9519, 1.7820, -2.4223], [2.4414, -0.6343, -2.9534], [0.7603, -0.2285, -3.3767], [0.3780, 0.1384, -1.3371], [-3.0428, -3.3964, -0.9842], [-2.4564, -4.3680, -1.8254], [-2.0690, -3.5669, -3.0816], [-3.1420, -2.8335, -3.6090], [-3.2280, -3.7804, -0.1109], [-1.6012, -4.9185, -1.4288], [-3.2293, -5.1592, -2.0231], [-1.6937, -4.1744, -3.8884], [-1.4061, -2.8079, -2.7154], [-3.8730, -3.0694, -3.0165], [3.4779, -3.0307, 4.7740], [3.4852, -2.1419, 3.6686], [2.0434, -1.6922, 3.4892], [1.2640, -2.6132, 2.7197], [4.4063, -3.2743, 4.9058], [4.1500, -1.3365, 3.9704], [4.0419, -2.5385, 2.7837], [1.9793, -0.6383, 3.0874], [1.6145, -1.7484, 4.4827], [1.7375, -2.9263, 1.9162], [3.3973, 1.9039, 0.1392], [3.1583, 3.1159, 0.6639], [2.3527, 4.1455, -0.1056], [0.9683, 3.8009, -0.2211], [2.6249, 1.3542, 0.0099], [2.7458, 3.0480, 1.7190], [4.1426, 3.5743, 0.6412], [2.7757, 4.2494, -1.1285], [2.4454, 5.1317, 0.3601], [0.7579, 3.3885, -1.0775], [-3.8839, -0.1761, 2.3216], [-3.7821, -0.8881, 1.1050], [-3.7105, 0.9046, 2.2057], [-4.7715, -0.3892, 2.8862], [-3.1093, -0.5239, 3.0341], [-3.2494, -0.3385, 0.5149], [-0.9439, 1.6117, 0.2904], [-0.8240, 1.2871, -1.0894], [-1.6796, 2.3811, 0.4383], [-1.1060, 0.7580, 0.9049], [0.0306, 1.9690, 0.5986], [-1.6295, 0.8981, -1.4373], [-2.8863, -0.2500, -2.2874], [-3.7930, 0.0338, -2.5262], [-2.7807, -0.9843, -2.8698], [-1.3832, 3.6870, 3.0855], [-2.2478, 3.7847, 2.6525], [-0.9232, 4.5163, 2.8959]],
  "gap_ev": 9.855,
  "smiles": "OCCO.OCCO.OCCO.OCCO.CO.CO.O.O",
  "total_energy_ha": -1305.34116
}



[3]
{
  "formula": "C10H38F6MnN17O15S2",
  "method": "ωB97M-V/def2-TZVPD",
  "symbols": ["Mn", "C", "F", "F", "F", "S", "O", "O", "N", "S", "O", "O", "C", "F", "F", "F", "O", "H", "H", "O", "H", "H", "O", "H", "H", "C", "O", "N", "N", "H", "H", "H", "H", "C", "O", "N", "N", "H", "H", "H", "H", "C", "O", "N", "N", "H", "H", "H", "H", "C", "O", "N", "N", "H", "H", "H", "H", "C", "O", "N", "N", "H", "H", "H", "H", "C", "O", "N", "N", "H", "H", "H", "H", "C", "O", "N", "N", "H", "H", "H", "H", "C", "O", "N", "N", "H", "H", "H", "H"],
  "coordinates": [[3.6857, -0.5734, 2.3021], [1.3561, -2.9322, -0.7539], [1.6364, -2.2973, -1.8976], [0.3270, -3.7377, -0.9436], [2.4690, -3.6695, -0.4659], [0.7945, -1.8309, 0.8107], [-0.5270, -1.3076, 0.5013], [0.6917, -2.7990, 1.9172], [2.1782, -0.6112, 0.9669], [1.6873, 0.4884, -0.0117], [2.7832, 1.4274, -0.2515], [1.0283, 0.0884, -1.2830], [0.2532, 1.4529, 0.9026], [-0.1120, 0.9274, 2.1200], [0.6674, 2.7234, 1.0773], [-0.9067, 1.2859, 0.1010], [0.8174, -5.7154, 1.1325], [1.7274, -5.5957, 1.4043], [0.3248, -5.0862, 1.6595], [4.0682, -2.7026, 2.1218], [4.6210, -2.9897, 1.3951], [3.9937, -3.4726, 2.6855], [2.2861, -0.9548, 3.9823], [1.8839, -0.2286, 4.4590], [1.6124, -1.6347, 3.9678], [-2.1205, 1.6754, -4.0861], [-2.6332, 1.0126, -4.9775], [-1.1629, 1.2564, -3.3267], [-2.7464, 2.7345, -3.6074], [-0.8583, 1.8878, -2.5997], [-0.7037, 0.3639, -3.4393], [-2.3344, 3.3500, -2.9207], [-3.7112, 2.8611, -3.8777], [1.0994, 6.4822, 1.5559], [1.5654, 5.5941, 2.2841], [1.6202, 7.6922, 1.4691], [0.1711, 6.2244, 0.6434], [1.2686, 8.4237, 0.8680], [2.3887, 7.8835, 2.0958], [0.1037, 5.2205, 0.5560], [-0.1252, 6.9088, -0.0377], [-2.7721, 2.0536, 4.2310], [-2.7128, 1.3197, 5.1704], [-3.8621, 2.4828, 3.6312], [-1.8153, 2.8080, 3.9026], [-4.7243, 2.1210, 4.0132], [-3.9157, 3.2196, 2.9426], [-2.0457, 3.6432, 3.3834], [-0.9532, 2.6046, 4.3878], [-4.6586, 1.1946, -0.0951], [-4.6152, 2.3485, 0.3937], [-3.6175, 0.4519, -0.3809], [-5.7816, 0.5197, -0.3985], [-3.8205, -0.5130, -0.5996], [-2.6845, 0.7160, -0.0982], [-5.6899, -0.4056, -0.7929], [-6.6969, 0.9189, -0.2471], [-1.1060, -6.3632, -3.5151], [-0.8491, -6.5621, -4.7223], [-0.2382, -5.9723, -2.6330], [-2.2734, -6.6925, -3.0197], [0.7054, -5.9069, -2.9872], [-0.4556, -5.8072, -1.6606], [-3.1125, -6.9921, -3.4954], [-2.4169, -6.5085, -2.0370], [5.6463, -2.6883, -3.2379], [6.7319, -2.4361, -2.7323], [4.7004, -3.3535, -2.5580], [5.2580, -2.4322, -4.4217], [3.8490, -3.7884, -2.8836], [5.1227, -3.6162, -1.6789], [4.3749, -2.7396, -4.8035], [5.9420, -2.2245, -5.1352], [-2.2206, -2.2060, 3.6808], [-2.3858, -3.4334, 3.5575], [-3.0618, -1.3463, 3.1946], [-1.2915, -1.5578, 4.3806], [-2.9214, -0.4246, 3.5831], [-3.9682, -1.6026, 2.8302], [-1.2334, -0.5516, 4.4454], [-0.7229, -2.1756, 4.9420], [1.5485, 3.6178, -2.2653], [0.7090, 2.7200, -2.1707], [2.8249, 3.5033, -1.9217], [1.2324, 4.8773, -2.3742], [3.1015, 2.7244, -1.3411], [3.4863, 4.1222, -2.3683], [0.2305, 4.9662, -2.2833], [1.9908, 5.5414, -2.3113]],
  "gap_ev": [6.102, 7.645],
  "total_energy_ha": -5009.92493,
  "spin_multiplicity": 7
}



[4]
{
  "formula": "C10H38N8O9",
  "method": "ωB97M-V/def2-TZVPD",
  "symbols": ["N", "C", "N", "O", "H", "H", "H", "H", "N", "C", "N", "O", "H", "H", "H", "H", "N", "C", "N", "O", "H", "H", "H", "H", "N", "C", "N", "O", "H", "H", "H", "H", "C", "C", "O", "H", "H", "H", "H", "H", "H", "C", "O", "H", "H", "H", "H", "C", "O", "H", "H", "H", "H", "C", "O", "H", "H", "H", "H", "C", "O", "H", "H", "H", "H"],
  "coordinates": [[0.7865, 4.0417, 2.9682], [-0.4295, 4.5007, 2.9642], [-0.9685, 4.4887, 1.7882], [-1.2225, 4.7307, 4.0532], [1.2625, 3.9957, 3.9152], [1.5125, 4.0107, 2.2562], [-1.9285, 4.8407, 1.6382], [-0.4425, 4.5437, 0.8822], [-1.9355, 1.8507, 2.0362], [-1.0435, 0.9157, 2.1822], [0.1605, 1.4717, 2.2862], [-1.3485, -0.3853, 2.2952], [-2.8445, 1.5137, 2.0072], [-1.6775, 2.8107, 1.8212], [1.0065, 0.8537, 2.4872], [0.2605, 2.5187, 2.5172], [-1.7525, -3.2773, -0.7418], [-2.4355, -2.4103, -0.1458], [-3.1245, -2.9643, 0.8212], [-2.4485, -1.0493, -0.4008], [-1.0955, -2.7703, -1.3848], [-1.6735, -4.2423, -0.4868], [-3.6885, -2.3153, 1.4282], [-2.9935, -3.9233, 0.9872], [2.7815, 1.2747, 0.6532], [3.7835, 0.8407, -0.1618], [4.8575, 0.6437, 0.5112], [3.7895, 0.6267, -1.4838], [1.8915, 1.5327, 0.0882], [2.8785, 1.9907, 1.3252], [5.4745, 0.1017, -0.1088], [4.9265, 0.6117, 1.4722], [1.5875, -1.9943, 0.1712], [1.1775, -3.1593, 1.1672], [1.0285, -2.5803, 2.4952], [1.7095, -2.3843, -0.8338], [2.5885, -1.5653, 0.4242], [0.8445, -1.1713, 0.1022], [2.0305, -3.8593, 1.0402], [0.3395, -3.7393, 0.9222], [0.1955, -2.0723, 2.5002], [-0.0305, 1.2807, -1.2318], [0.3115, 2.2917, -0.2718], [0.6515, 0.5047, -1.5718], [-0.0355, 1.7397, -2.2318], [-1.0145, 0.8797, -1.1338], [0.1135, 2.0137, 0.6752], [-5.1035, 0.5667, -0.1728], [-3.9775, 0.7917, 0.7342], [-5.0095, 1.2707, -1.0398], [-6.0675, 0.5277, 0.3262], [-5.1515, -0.3783, -0.6528], [-3.3265, 0.2417, 0.3062], [-1.0475, -1.4383, -3.3038], [-0.0865, -2.1713, -2.6598], [-0.6995, -0.4043, -3.6138], [-2.0775, -1.3053, -3.0078], [-1.1475, -1.9733, -4.2378], [0.7735, -1.7513, -2.8988], [3.3075, -2.2023, -4.0008], [2.4975, -1.1843, -3.3288], [4.2775, -1.8763, -4.2978], [2.7705, -2.4333, -4.9078], [3.2405, -3.0103, -3.2818], [3.0115, -0.8253, -2.6588]],
  "gap_ev": 8.806,
  "smiles": "NC(N)=O.NC(N)=O.NC(N)=O.NC(N)=O.CCO.CO.CO.CO.CO",
  "total_energy_ha": -1518.90161
}



[5]
{
  "formula": "C10H38O9",
  "method": "ωB97M-V/def2-TZVPD",
  "symbols": ["C", "C", "O", "H", "H", "H", "H", "H", "H", "C", "C", "O", "H", "H", "H", "H", "H", "H", "C", "C", "O", "H", "H", "H", "H", "H", "H", "C", "C", "O", "H", "H", "H", "H", "H", "H", "C", "C", "O", "H", "H", "H", "H", "H", "H", "O", "H", "H", "O", "H", "H", "O", "H", "H", "O", "H", "H"],
  "coordinates": [[5.5429, 1.5826, 2.0333], [5.1966, 0.3997, 1.1244], [5.8835, 0.4644, -0.1075], [5.7710, 2.4899, 1.4721], [6.4846, 1.3673, 2.5585], [4.8492, 1.7997, 2.8430], [4.1270, 0.4186, 0.9409], [5.4861, -0.5292, 1.6224], [6.8331, 0.5138, 0.0169], [-3.9458, 0.5037, 0.5809], [-5.1585, -0.3572, 0.9496], [-5.6339, -1.1690, -0.1118], [-3.0989, -0.1541, 0.3861], [-3.7380, 1.1706, 1.4189], [-4.1638, 1.1385, -0.2764], [-5.9779, 0.3292, 1.2126], [-5.0210, -0.9094, 1.8778], [-5.7747, -0.6282, -0.8934], [-0.0646, 0.7080, -0.8149], [0.4065, -0.5268, -0.0970], [0.2318, -1.6754, -0.9237], [0.1678, 1.6375, -0.2800], [-1.1404, 0.7665, -0.9896], [0.4266, 0.8954, -1.7748], [-0.1909, -0.5944, 0.8148], [1.4801, -0.4367, 0.0831], [-0.0601, -2.4213, -0.3741], [1.4675, -3.5349, 2.1026], [0.2139, -4.4094, 1.9160], [-0.4176, -3.9360, 0.7301], [1.8352, -3.5878, 3.1301], [1.1641, -2.4981, 1.9674], [2.2497, -3.9115, 1.4507], [-0.4200, -4.3373, 2.8014], [0.5505, -5.4415, 1.8039], [-1.1404, -4.5338, 0.4988], [-0.7012, 4.9094, -1.8211], [-1.9501, 5.4996, -2.4038], [-2.7867, 4.5508, -3.0574], [-0.7520, 3.9937, -1.2343], [-0.1712, 5.6957, -1.2758], [0.0537, 4.6726, -2.5828], [-1.6554, 6.3068, -3.0882], [-2.5312, 6.0446, -1.6466], [-3.3350, 5.0454, -3.6718], [-2.9915, -2.9857, -0.0362], [-2.4883, -2.7442, 0.7513], [-3.7653, -2.3969, -0.0341], [-2.0473, -2.1701, -2.6544], [-2.4661, -2.6568, -1.9228], [-1.1578, -1.9827, -2.3159], [2.7306, 2.6206, 1.2529], [2.2901, 2.3492, 0.4384], [3.2820, 3.3677, 0.9941], [2.3868, -3.4762, -1.8395], [1.6420, -2.8857, -1.6287], [1.9926, -4.3512, -1.9165]],
  "gap_ev": 10.547,
  "smiles": "CCO.CCO.CCO.CCO.CCO.O.O.O.O",
  "total_energy_ha": -1080.88637
}



[6]
{
  "formula": "C10H39O10",
  "method": "ωB97M-V/def2-TZVPD",
  "symbols": ["C", "O", "H", "H", "H", "C", "O", "H", "H", "H", "H", "C", "O", "H", "H", "H", "H", "C", "O", "H", "H", "H", "H", "C", "O", "H", "H", "H", "H", "C", "O", "H", "H", "H", "H", "C", "O", "H", "H", "H", "H", "C", "O", "H", "H", "H", "H", "C", "O", "H", "H", "H", "H", "C", "O", "H", "H", "H", "H"],
  "coordinates": [[0.3890, 0.3211, -0.2927], [-0.4584, -0.4733, -1.0212], [1.1624, -0.2783, 0.2538], [0.9665, 1.0448, -0.9074], [-0.1065, 0.9365, 0.4916], [1.2844, -3.0451, 0.4973], [0.3960, -2.9982, -0.5815], [1.5771, -4.0862, 0.6486], [2.1929, -2.4492, 0.3224], [0.8302, -2.6608, 1.4199], [0.0416, -2.0749, -0.7206], [3.6479, 1.3628, 1.7512], [4.8928, 1.7400, 1.1629], [3.3440, 0.3861, 1.3692], [3.7872, 1.3015, 2.8323], [2.8505, 2.0607, 1.4983], [5.2394, 1.0309, 0.6197], [0.6413, -0.1879, 3.8061], [0.1061, 0.3426, 5.0211], [0.8947, -1.2495, 3.9269], [-0.0727, -0.1346, 2.9890], [1.5754, 0.3299, 3.5752], [0.8319, 0.4528, 5.6389], [3.7011, 2.3242, -2.3364], [2.6589, 2.2293, -3.2828], [4.0060, 3.3684, -2.2687], [3.3190, 2.0536, -1.3431], [4.5473, 1.6778, -2.5835], [2.5987, 1.3207, -3.6102], [-3.1313, -2.7922, -2.2637], [-4.0069, -1.6734, -2.3240], [-3.1324, -3.3399, -3.2122], [-2.1184, -2.4310, -2.0745], [-3.3981, -3.4834, -1.4604], [-4.7330, -1.8372, -1.7208], [-1.5324, 3.3876, 1.3352], [-2.7393, 3.2641, 2.0887], [-1.6970, 3.1968, 0.2737], [-1.1347, 4.3906, 1.4983], [-0.7707, 2.6910, 1.6925], [-2.7248, 2.3992, 2.5064], [-4.5673, 1.9501, -0.4072], [-3.4711, 1.1976, -0.8840], [-5.0972, 2.2979, -1.3007], [-5.2884, 1.3106, 0.1187], [-4.2871, 2.8368, 0.1643], [-2.9917, 0.8334, -0.1292], [-2.1745, -2.2846, 1.5352], [-2.2184, -0.9793, 1.0555], [-2.6186, -3.0340, 0.8727], [-1.1604, -2.5993, 1.8083], [-2.6931, -2.3136, 2.5023], [-1.5124, -0.8323, 0.3730], [1.9612, -1.2507, -3.1570], [2.7659, -0.5595, -4.1179], [2.2624, -0.9953, -2.1463], [0.8847, -1.1425, -3.2761], [2.1457, -2.3300, -3.2526], [2.3349, -0.5233, -4.9747]],
  "charge": -1,
  "gap_ev": 7.030,
  "total_energy_ha": -1156.65694
}